The following is a quantum chemistry calculation of a structure of composition C51H31N9PSTi in a non-equilibrium geometry, from the Open Molecules 2025 dataset.

XYZ file:
```
94
Properties=species:S:1:pos:R:3:lowdin_charge:R:1
Ti -0.5826 -1.3811 -0.0772 0.93
C 3.8414 -4.4099 -3.8633 -0.10
C 2.7773 -4.5206 -4.7664 -0.10
C 1.5372 -3.9836 -4.4838 -0.03
C 1.3683 -3.3182 -3.2734 -0.10
C 0.2409 -2.6916 -2.6405 -0.28
N -0.9375 -2.5328 -3.2146 0.21
C -1.9892 -2.1092 -2.5473 -0.29
C -3.2549 -1.8023 -3.1590 -0.11
C -3.6835 -1.7531 -4.4796 -0.02
C -4.9833 -1.3635 -4.7270 -0.09
C -5.8488 -1.0227 -3.6844 -0.09
C -5.4350 -1.0693 -2.3681 -0.01
C -4.1339 -1.4711 -2.1029 -0.11
C -3.3847 -1.6164 -0.8801 -0.27
N -3.9093 -1.5788 0.3290 0.19
C -3.1644 -1.6602 1.4208 -0.28
N -1.8024 -1.4541 1.4811 0.02
C -1.4350 -1.4607 2.8124 -0.30
N -0.2495 -1.1232 3.2923 0.20
C 0.8006 -1.0258 2.5047 -0.32
N 0.8688 -1.4897 1.2053 0.00
C 2.1932 -1.5074 0.8337 -0.32
N 2.7085 -2.0703 -0.2386 0.19
C 1.9454 -2.4927 -1.2280 -0.29
N 0.6041 -2.2392 -1.3902 0.04
C 2.4487 -3.1993 -2.3673 -0.11
C 3.6909 -3.7495 -2.6614 -0.03
C 2.9893 -0.9137 1.8682 -0.14
C 4.3432 -0.6129 1.9356 -0.03
C 4.8073 0.0394 3.0578 -0.09
C 3.9347 0.3831 4.0955 -0.09
C 2.5907 0.0685 4.0480 -0.02
C 2.1078 -0.5905 2.9247 -0.13
C -2.5698 -1.7833 3.6274 -0.11
C -2.7219 -2.0211 4.9906 -0.03
C -3.9657 -2.3887 5.4573 -0.10
C -5.0557 -2.5028 4.5879 -0.11
C -4.9257 -2.2589 3.2357 -0.03
C -3.6725 -1.9037 2.7436 -0.11
N -2.0868 -1.9571 -1.1823 0.01
H 4.7949 -4.8561 -4.1158 0.09
H 2.9349 -5.0521 -5.6959 0.09
H 0.7058 -4.0827 -5.1650 0.11
H -3.0067 -2.0087 -5.2803 0.11
H -5.3434 -1.3185 -5.7469 0.10
H -6.8552 -0.7040 -3.9221 0.10
H -6.0940 -0.7998 -1.5574 0.11
H 4.5035 -3.6675 -1.9550 0.11
H 4.9960 -0.8958 1.1228 0.11
H 5.8569 0.2936 3.1332 0.10
H 4.3274 0.9182 4.9485 0.10
H 1.9173 0.3354 4.8480 0.11
H -1.8805 -1.9269 5.6599 0.11
H -4.1084 -2.6001 6.5100 0.09
H -6.0149 -2.7905 4.9967 0.09
H -5.7678 -2.3479 2.5662 0.11
C 3.7017 5.2784 2.4878 -0.11
C 4.2501 4.3595 1.6097 -0.09
C 3.4790 3.3234 1.1183 -0.09
C 2.1442 3.1972 1.4872 -0.34
C 1.6207 4.0881 2.4212 -0.11
C 2.3908 5.1274 2.9059 -0.10
P 1.1109 1.8164 0.8407 1.18
C -0.4945 2.7224 0.7603 -0.38
C -1.6101 2.0135 1.2015 -0.12
C -2.8793 2.5481 1.0876 -0.07
C -3.0473 3.8073 0.5329 -0.09
C -1.9390 4.5420 0.1416 -0.09
C -0.6662 4.0123 0.2633 -0.12
C 1.6928 1.8309 -0.9163 -0.35
C 2.7267 0.9443 -1.2127 -0.12
C 3.1417 0.7525 -2.5176 -0.08
C 2.5551 1.4707 -3.5455 -0.09
C 1.5622 2.3902 -3.2542 -0.09
C 1.1230 2.5610 -1.9532 -0.12
H 4.2975 6.1032 2.8465 0.09
H 5.2770 4.4646 1.2930 0.10
H 3.9044 2.6013 0.4363 0.09
H 0.5982 3.9740 2.7550 0.10
H 1.9620 5.8335 3.6026 0.10
H -1.4645 1.0242 1.6295 0.08
H -3.7352 1.9724 1.4128 0.11
H -4.0396 4.2165 0.4098 0.10
H -2.0672 5.5267 -0.2876 0.10
H 0.1922 4.6041 -0.0284 0.11
H 3.2054 0.3945 -0.4161 0.07
H 3.9211 0.0354 -2.7299 0.10
H 2.8694 1.3150 -4.5679 0.10
H 1.1028 2.9678 -4.0449 0.10
H 0.3108 3.2459 -1.7650 0.07
S -2.1434 1.7189 -2.8137 0.70
C -1.3350 0.9042 -1.7432 -0.89
N -0.6906 0.3537 -0.9100 -0.03
```

Properties
HOMO level (spin up / spin down) = -2.970 / -3.627 eV
LUMO energy (spin up / spin down) = 1.3 / 1.0 eV
multiplicity = 3
⟨S²⟩ = 2.213
net charge = -1
Kohn-Sham gap (spin up / spin down) = 4.24 / 4.61 eV

The following is a quantum chemistry calculation of a structure of composition C40H76BClN7O21Tl in a non-equilibrium geometry, from the Open Molecules 2025 dataset.

XYZ file:
```
147
Properties=species:S:1:pos:R:3:lowdin_charge:R:1
Tl 1.1333 0.2632 1.5876 1.01
N 3.5035 -0.2268 4.6092 -0.66
O 3.4112 -0.4203 3.4266 -0.03
O 4.1638 0.7035 4.9253 0.11
O 2.7998 -0.8214 5.4047 0.09
N 1.3379 2.0383 5.4341 -0.64
O 0.6536 1.3464 6.0674 0.18
O 2.2572 2.6420 5.9508 0.11
O 1.2494 1.9826 4.2073 0.04
N -0.0717 1.0109 -1.6205 -0.70
O -0.2146 1.5101 -2.6674 0.01
O -1.0040 0.9917 -0.8252 -0.07
O 1.0281 0.6760 -1.2227 -0.15
Cl -0.1173 -1.5701 4.0748 0.08
O -5.4986 -0.5192 7.3433 0.06
C -4.5048 0.0191 6.7662 -0.28
O -4.3963 1.0217 5.8446 0.20
B -2.9962 1.1319 5.4135 -0.89
O -2.1946 0.3467 6.3861 0.18
C -3.0344 -0.3995 7.1366 -0.38
O -2.7025 -1.2497 7.9075 0.14
O -2.7530 0.7106 4.0056 0.17
C -1.9806 1.6259 3.3567 -0.33
O -1.5045 1.6092 2.1868 0.00
C -2.0131 2.8765 4.2309 -0.32
O -2.6363 2.5934 5.4004 0.20
O -1.5106 3.9545 3.7798 0.07
C 2.4736 -3.3219 2.1801 -0.05
C 1.3028 -4.0284 1.4404 -0.43
C 0.6150 -4.9323 2.4712 -0.15
C -0.7735 -5.4916 1.9664 -0.17
C -1.6412 -4.3474 1.4667 -0.14
C -0.9961 -3.3012 0.4811 -0.50
N 0.3880 -3.0114 0.8205 -0.05
O 0.9868 -2.2131 -0.2220 -0.08
C -1.3310 -3.8222 -0.9328 -0.03
C -1.8818 -2.1531 0.6535 -0.06
C 1.9586 -5.0213 0.3401 -0.02
H 2.8074 -2.4988 1.5483 0.06
H 3.2439 -4.0502 2.4338 0.09
H 2.0945 -2.9718 3.1402 0.03
H 1.2668 -5.7441 2.7941 0.11
H 0.5315 -4.5727 3.4968 0.09
H -1.3337 -6.0742 2.6978 0.10
H -0.6051 -6.1776 1.1363 0.09
H -2.0097 -3.9820 2.4253 0.12
H -2.5129 -4.8726 1.0762 0.11
H -0.6615 -4.6282 -1.2332 0.07
H -2.4035 -3.9854 -1.0387 0.09
H -1.1019 -3.1373 -1.7492 0.07
H -2.8709 -2.5611 0.4454 0.09
H -1.9108 -1.6533 1.6217 0.08
H -1.7140 -1.3244 -0.0343 0.08
H 1.2854 -5.1450 -0.5082 0.04
H 2.3153 -6.0013 0.6570 0.07
H 2.8500 -4.5729 -0.0986 0.05
H 0.7300 -2.6674 -1.0277 0.04
C 3.2440 -1.3413 -3.4056 -0.01
C 2.3478 -2.1890 -4.3709 -0.46
C 3.0380 -2.3802 -5.7877 -0.14
C 4.2076 -3.3090 -5.7903 -0.21
C 3.7176 -4.6773 -5.3338 -0.14
C 3.0437 -4.6444 -3.9205 -0.46
N 2.1103 -3.5142 -3.8347 -0.12
O 1.3363 -3.5300 -2.6876 -0.02
C 2.3638 -6.0095 -3.6094 -0.02
C 4.2474 -4.5307 -2.9481 -0.03
C 1.0129 -1.4912 -4.6482 -0.03
H 4.2871 -1.6459 -3.3202 0.06
H 2.9728 -1.1911 -2.3606 0.07
H 3.3441 -0.3688 -3.8875 0.08
H 2.2020 -2.7361 -6.3899 0.12
H 3.4219 -1.4622 -6.2325 0.12
H 5.0749 -2.9491 -5.2368 0.11
H 4.5050 -3.3318 -6.8387 0.11
H 4.6192 -5.2825 -5.2400 0.11
H 3.1001 -5.0478 -6.1521 0.12
H 2.0361 -6.0907 -2.5730 0.07
H 1.4353 -6.1160 -4.1703 0.08
H 2.9728 -6.7867 -4.0711 0.08
H 4.8953 -5.4065 -2.9820 0.08
H 4.8587 -3.6410 -3.0992 0.07
H 3.8252 -4.5761 -1.9442 0.06
H 1.1222 -0.6892 -5.3783 0.09
H 0.5215 -1.0109 -3.8021 0.08
H 0.2927 -2.2034 -5.0507 0.08
H 0.4917 -3.7975 -3.0574 0.09
C -7.6075 2.5204 -1.5246 -0.05
C -6.9363 3.7365 -0.8938 -0.52
C -7.3002 3.7003 0.6361 -0.14
C -6.5268 2.6923 1.4895 -0.17
C -4.9678 2.8670 1.4265 -0.09
C -4.5590 3.0631 -0.0986 -0.41
N -5.4857 3.7527 -0.9749 -0.15
O -5.0364 3.8398 -2.2918 0.01
C -3.2307 4.0149 -0.0599 0.00
C -4.2131 1.6334 -0.5970 -0.03
C -7.5719 4.9939 -1.4762 -0.05
H -8.6821 2.7029 -1.5200 0.07
H -7.4561 1.5485 -1.0551 0.07
H -7.4064 2.3114 -2.5753 0.08
H -7.0849 4.6867 1.0470 0.11
H -8.3822 3.6030 0.7247 0.11
H -6.7118 1.7242 1.0241 0.09
H -6.8968 2.7953 2.5096 0.11
H -4.5596 2.0072 1.9577 0.11
H -4.7668 3.7408 2.0462 0.11
H -3.4513 4.8700 0.5790 0.07
H -2.2351 3.6373 0.1730 0.06
H -3.0089 4.4549 -1.0322 0.06
H -5.0669 0.9573 -0.6427 0.07
H -3.6854 1.5914 -1.5498 0.08
H -3.6052 1.1198 0.1477 0.07
H -7.1113 5.8447 -0.9740 0.08
H -8.6554 5.0943 -1.5396 0.08
H -7.1807 5.0744 -2.4904 0.07
H -5.1078 2.8826 -2.3033 0.07
C 3.1583 5.2080 1.0051 -0.03
C 2.4503 3.9838 0.4223 -0.46
C 2.3801 4.1677 -1.2036 -0.08
C 3.8323 4.0910 -1.8148 -0.17
C 4.2732 2.6515 -1.5570 -0.13
C 4.2353 2.2477 0.0017 -0.43
N 3.0252 2.6812 0.7255 -0.16
O 3.1995 2.5458 2.0604 -0.07
C 4.3614 0.7356 0.0146 -0.04
C 5.5226 2.9141 0.6860 -0.01
C 0.9616 3.9204 0.8735 -0.03
H 3.0600 5.1823 2.0904 0.09
H 4.1994 5.2264 0.6828 0.05
H 2.6651 6.1111 0.6458 0.09
H 1.6359 3.4799 -1.6052 0.10
H 1.9973 5.1656 -1.4173 0.10
H 3.7194 4.4343 -2.8432 0.10
H 4.5354 4.7673 -1.3287 0.09
H 5.2823 2.6074 -1.9667 0.10
H 3.7833 1.9655 -2.2480 0.11
H 4.4631 0.3785 1.0395 0.08
H 5.1073 0.4467 -0.7259 0.09
H 3.4581 0.2771 -0.3878 0.05
H 5.5798 3.9867 0.5005 0.06
H 6.3539 2.4951 0.1191 0.08
H 5.6006 2.5528 1.7114 0.08
H 0.4028 3.1576 0.3313 0.06
H 0.7720 3.8464 1.9444 0.08
H 0.2852 4.6737 0.4695 0.08
H 4.0345 3.0051 2.1769 0.07
```

Properties
HOMO level = -3.934 eV
LUMO energy = -0.8 eV
multiplicity = 1
net charge = -2
Kohn-Sham gap = 3.14 eV

The following is a quantum chemistry calculation of the molecule C7H8OS2 in a non-equilibrium geometry, from the Open Molecules 2025 dataset.

XYZ file:
```
18
Properties=species:S:1:pos:R:3:lowdin_charge:R:1
C 1.4321 2.7031 -2.2894 -0.02
C 1.6630 1.6204 -1.1829 -0.39
O 2.6501 1.7852 -0.4430 0.02
C 0.3788 0.9377 -0.6594 -0.06
C 0.3284 -0.2653 0.0581 -0.57
C -0.9289 -0.6555 0.5914 -0.12
C -0.7518 -1.8216 1.3971 -0.66
C -1.9342 -2.4526 2.0403 -0.14
S 0.7361 -2.7198 1.5040 0.64
S 1.6528 -1.4973 0.1465 0.64
H 0.3233 2.8868 -2.3787 0.09
H 1.9021 3.5952 -2.1675 0.03
H 1.7863 2.1694 -3.1665 0.08
H -0.5112 1.4877 -0.8012 0.08
H -1.8304 -0.0604 0.5845 0.13
H -1.8403 -3.4554 2.4629 0.07
H -2.8281 -2.4055 1.3694 0.10
H -2.2283 -1.8520 2.9345 0.09
```

Properties
HOMO level = -7.560 eV
SMILES = CC(=O)/C=C1/C=C(C)SS1
relative energy (zero: lowest compared OMol25 entry of this formula, charge and spin) = 1.155 eV
LUMO energy = -0.1 eV
multiplicity = 1
Kohn-Sham gap = 7.51 eV